1.
Entry from OMol25: a 4-piece molecular cluster, C15H35F9O15P3S2 overall (ωB97M-V with the def2-TZVPD basis set).

Values from the calculation:
Electronic energy = -4440.40872 Eh
Kohn-Sham gap = 4.24 eV

The geometry in ORCA input format:
```
! wB97M-V def2-TZVPD RIJCOSX def2/J DEFGRID3
* xyz -1 1
O -4.2563 -0.3174 -2.9543
S -3.4361 0.7126 -2.1044
O -4.2781 1.1664 -0.8530
O -3.0484 2.1215 -2.9862
C -1.8196 -0.0468 -1.4270
C -0.9282 1.1915 -0.8361
C 0.3600 0.7682 0.0785
C 0.1080 -0.3949 1.1903
C -0.8178 0.0083 2.4775
F -1.7176 -1.1994 2.6736
F -1.8262 1.0980 2.1880
C -0.0548 0.1572 3.9035
F -1.1268 0.2925 4.9572
F 0.6127 -1.1701 4.1783
S 1.2162 1.4719 4.1066
F 1.8925 0.5406 5.4236
F 0.1831 2.2104 5.3084
F 0.5984 2.5147 2.9117
F 2.3779 0.7472 3.0842
F 2.3740 2.6784 4.4787
H -1.3204 -0.6559 -2.2923
H -2.1825 -0.7548 -0.5371
H -0.4872 1.7651 -1.7860
H -1.5363 2.0039 -0.2391
H 1.1713 0.3323 -0.6826
H 0.8353 1.7673 0.4845
H 1.1824 -0.8294 1.4789
H -0.4144 -1.3037 0.6168
C 4.3505 4.5008 1.9877
O 3.3463 5.4368 1.6609
P 3.7485 6.9942 1.6790
O 5.0693 7.3199 2.3072
O 2.4801 7.6904 2.3844
C 2.2533 7.3568 3.7380
O 3.5979 7.4270 0.1365
C 3.9618 8.7520 -0.1928
H 4.4101 4.4017 3.0759
H 4.0830 3.5330 1.5583
H 5.3231 4.8028 1.5881
H 3.1852 7.4003 4.3108
H 1.8271 6.3517 3.8040
H 1.5444 8.0710 4.1640
H 5.0475 8.8128 -0.3092
H 3.6328 9.4540 0.5789
H 3.4875 9.0216 -1.1383
C 1.0667 -3.8171 4.6746
O 1.6423 -4.5509 3.6156
P 2.1824 -6.0300 3.9445
O 2.2754 -6.3826 5.3978
O 3.5796 -6.0938 3.1478
C 4.5987 -5.2253 3.5975
O 1.2148 -6.9733 3.0709
C 1.3920 -8.3686 3.2063
H 1.8605 -3.3255 5.2454
H 0.4069 -3.0540 4.2564
H 0.4793 -4.4623 5.3344
H 4.6842 -5.2578 4.6884
H 4.3812 -4.2030 3.2754
H 5.5495 -5.5399 3.1602
H 0.8747 -8.7154 4.1053
H 2.4532 -8.6266 3.2677
H 0.9597 -8.8635 2.3346
C -7.4300 -2.6061 -7.6655
O -6.4056 -1.6781 -7.9497
P -4.8854 -2.1910 -7.8327
O -4.6945 -3.5200 -7.1676
O -4.1411 -0.9633 -7.1047
C -4.5362 -0.6882 -5.7769
O -4.3530 -2.1004 -9.3484
C -3.0410 -2.5647 -9.5926
H -7.5969 -2.6383 -6.5844
H -8.3487 -2.2774 -8.1558
H -7.1768 -3.6050 -8.0326
H -4.5945 -1.6101 -5.1895
H -5.5097 -0.1896 -5.7772
H -3.7984 -0.0249 -5.3189
H -3.0529 -3.6539 -9.6899
H -2.3634 -2.2730 -8.7849
H -2.6825 -2.1286 -10.5269
*
```

Löwdin atomic charge list, values in e, 5 entries: number 1, O, carries -0.4674; number 2, S, carries 0.6585; number 3, O, carries -0.4781; number 4, O, carries -0.5280; number 5, C, carries -0.2540

***

2.
Entry from OMol25: C15H35HgN6O8 as an isolated structure (ωB97M-V with the def2-TZVPD basis set).

Values from the calculation:
Electronic energy = -1675.88982 Eh
Kohn-Sham gap = 1.70 eV

The geometry in ORCA input format:
```
! wB97M-V def2-TZVPD RIJCOSX def2/J DEFGRID3
* xyz 1 1
Hg 3.0771 -4.2409 -1.1025
N 0.6181 -2.0397 -0.2823
O 0.8510 -0.9775 0.3381
O -0.4026 -2.2691 -0.8758
O 1.3255 -2.9977 0.0060
C -1.5579 2.3671 -1.7939
C -1.9273 2.5800 -0.3182
O -2.2122 3.6943 0.1512
N -1.8558 1.4532 0.4555
C -1.9686 1.3560 1.9032
H -2.4409 2.0306 -2.3372
H -0.6863 1.7418 -1.9873
H -1.3527 3.3699 -2.1686
H -1.5513 0.5862 0.0362
H -1.9421 2.2773 2.4850
H -1.1449 0.7035 2.1926
H -2.9366 0.8860 2.0770
C 2.0346 -0.7453 3.8766
C 1.1999 -1.9451 4.2663
O 1.3341 -2.4358 5.3657
N 0.2431 -2.3697 3.3378
C -0.7844 -3.3700 3.7255
H 2.4911 -1.0184 2.9252
H 2.8825 -0.6990 4.5599
H 1.5168 0.2084 3.9786
H 0.2751 -1.8792 2.4555
H -1.5906 -2.9196 4.3046
H -0.4154 -4.1549 4.3856
H -1.2268 -3.8821 2.8710
C -6.4692 -0.6428 -0.9208
C -5.5042 -1.7727 -0.8419
O -5.3893 -2.5055 -1.8641
N -4.7682 -1.9648 0.2053
C -3.6139 -2.7785 0.3347
H -6.4577 -0.1835 0.0676
H -7.5191 -0.7854 -1.1768
H -6.0714 0.1118 -1.5993
H -4.8448 -1.3885 1.0313
H -3.7965 -3.8435 0.1912
H -3.1976 -2.7010 1.3391
H -2.7485 -2.5876 -0.2998
C 3.6363 0.0268 -2.0166
C 3.7069 -1.1979 -2.8498
O 3.5115 -2.3411 -2.3667
N 3.9178 -1.0059 -4.1607
C 4.2829 -2.0194 -5.1338
H 2.7822 -0.1193 -1.3553
H 3.6081 0.9124 -2.6514
H 4.4804 0.1972 -1.3484
H 3.8865 -0.0593 -4.5116
H 3.6847 -2.9240 -5.0244
H 5.3502 -2.2007 -5.0073
H 4.1926 -1.7821 -6.1938
C 0.9176 5.1359 0.6248
C 2.3867 4.8172 0.5492
O 3.2542 5.5753 1.0108
N 2.7205 3.7055 0.0039
C 1.8484 2.6878 -0.5291
H 0.9791 5.7944 1.4913
H 0.2273 4.2988 0.7295
H 0.5383 5.7835 -0.1656
H 3.6948 3.5215 -0.1881
H 2.3262 2.2506 -1.4058
H 0.8337 2.8917 -0.8709
H 1.7607 1.7829 0.0723
*
```

natural (NBO) atomic charge list, values in e, 5 entries: number 1, Hg, carries 1.4486; number 2, N, carries 0.6950; number 3, O, carries -0.4356; number 4, O, carries -0.3653; number 5, O, carries -0.5595

***

3.
Entry from OMol25: a 3-piece molecular cluster, C15H35IN2O7PS overall (ωB97M-V with the def2-TZVPD basis set).

Values from the calculation:
Electronic energy = -2265.69724 Eh
Kohn-Sham gap = 8.24 eV

The geometry in ORCA input format:
```
! wB97M-V def2-TZVPD RIJCOSX def2/J DEFGRID3
* xyz 1 1
C 0.8597 -0.8199 3.5297
C -0.6843 -1.1533 3.5976
N -1.5178 -0.0452 3.0787
N -2.0670 -0.2712 1.7749
C -1.0812 -0.5908 0.6892
C -0.0287 0.5298 0.3909
C -0.3079 1.3346 -0.9273
C 1.0001 1.7336 -1.6888
O 1.5857 0.5270 -2.2171
C 1.2628 0.3888 -3.5440
O 0.7043 -0.5749 -3.8852
C -3.1682 -1.3076 1.9209
C -2.8954 -2.6521 1.1868
O -2.3424 -3.5616 1.6301
I -3.6783 -2.8578 -0.8356
P -2.9845 1.2691 1.4118
O -2.0266 2.5338 1.6994
O -4.2027 1.4470 2.4806
S -3.7324 1.3038 -0.3496
H 1.0679 0.1412 3.0332
H 1.3370 -0.8359 4.5179
H 1.3623 -1.6001 2.9300
H -0.8068 -2.1094 3.0742
H -0.9084 -1.2704 4.6695
H -0.9510 0.8003 3.1162
H -0.5116 -1.5176 0.8451
H -1.6423 -0.7310 -0.2508
H 0.9515 0.0376 0.2541
H 0.1250 1.2131 1.2455
H -0.7757 2.2921 -0.6311
H -1.0296 0.8243 -1.5829
H 1.7320 2.2367 -1.0387
H 0.7129 2.4700 -2.4628
H 1.5643 1.1688 -4.2694
H -4.1294 -0.9396 1.5290
H -3.3609 -1.5253 2.9835
H -2.5552 3.2665 2.0674
H -4.9728 1.0297 2.0525
C 1.7235 3.8775 3.6122
C 2.3640 3.9480 2.2345
C 2.8817 5.3453 1.9370
O 1.4046 3.5690 1.2397
H 0.8681 4.5567 3.6770
H 1.3475 2.8702 3.8100
H 2.4364 4.1420 4.3939
H 3.1852 3.2317 2.1744
H 2.0642 6.0720 1.9475
H 3.3297 5.3839 0.9431
H 3.6297 5.6534 2.6686
H 0.6786 4.2026 1.2902
C 2.2846 -4.8981 -5.2668
C 0.8722 -4.8787 -4.7029
C -0.1433 -4.5012 -5.7706
O 0.8000 -3.9479 -3.6233
H 2.5654 -3.9091 -5.6406
H 3.0035 -5.1612 -4.4891
H 2.3752 -5.6169 -6.0831
H 0.6270 -5.8607 -4.2941
H 0.0593 -3.4996 -6.1603
H -1.1508 -4.4824 -5.3509
H -0.1250 -5.2083 -6.6019
H 1.0141 -3.0724 -3.9700
*
```

natural (NBO) atomic charge list, values in e, 5 entries: number 1, C, carries -0.6403; number 2, C, carries -0.2775; number 3, N, carries -0.4689; number 4, N, carries -0.3584; number 5, C, carries -0.2988

***

4.
Entry from OMol25: C15H35N3O5Pt as an isolated structure (ωB97M-V with the def2-TZVPD basis set).

Values from the calculation:
Electronic energy = -1252.13285 Eh
Kohn-Sham gap (spin up / spin down) = 6.96 / 7.19 eV

The geometry in ORCA input format:
```
! wB97M-V def2-TZVPD RIJCOSX def2/J DEFGRID3
* xyz 0 3
Pt 0.4218 0.3989 -0.3741
C 4.6144 1.4762 -1.0214
C 3.5542 0.7460 -1.8751
C 4.0047 -0.6909 -2.2016
O 2.3555 0.7563 -1.2138
H 4.8922 0.8028 -0.2104
H 4.1805 2.4204 -0.7067
H 5.5055 1.6752 -1.6250
H 3.5129 1.2672 -2.8442
H 4.8657 -0.6904 -2.8863
H 3.2726 -1.3341 -2.6909
H 4.3865 -1.1954 -1.3066
C -3.2773 0.9316 -2.8629
C -2.5486 1.1667 -1.5395
C -3.5169 0.7793 -0.3827
O -1.3544 0.4940 -1.5930
H -2.7544 1.2466 -3.7655
H -4.1559 1.5937 -2.8781
H -3.5732 -0.1156 -2.8762
H -2.4566 2.2492 -1.3288
H -4.3801 1.4444 -0.4075
H -2.9524 0.8971 0.5479
H -3.8669 -0.2587 -0.3992
C -0.0122 3.7331 -0.0687
O 0.2420 2.5665 0.1617
N -0.9349 4.4449 0.6161
C -1.1513 5.8423 0.3445
C -1.6372 3.9137 1.7647
H 0.4412 4.3221 -0.8805
H -0.7700 6.5041 1.1295
H -2.2202 6.0355 0.2210
H -0.6952 6.2146 -0.5737
H -1.1294 4.2644 2.6746
H -2.6170 4.3810 1.8624
H -1.6493 2.8299 1.7655
C 1.0852 -2.7229 -1.3138
O 0.5922 -1.7886 -0.7264
N 1.3662 -3.9108 -0.7677
C 2.0770 -4.9170 -1.5325
C 1.1296 -4.2177 0.6144
H 1.3135 -2.7293 -2.3845
H 3.0924 -5.0608 -1.1578
H 2.2298 -4.6347 -2.5730
H 1.5265 -5.8557 -1.4934
H 2.0124 -4.6045 1.1299
H 0.8187 -3.3930 1.2525
H 0.3188 -4.9591 0.6119
C -1.4301 -0.8509 1.8843
O -0.5222 -0.1326 1.5267
N -1.4941 -1.5571 3.0463
C -2.4215 -2.6825 3.0723
C -0.2689 -1.7487 3.7842
H -2.3972 -0.9187 1.3643
H -1.8261 -3.5990 3.0272
H -3.0643 -2.7628 2.1957
H -3.0523 -2.6946 3.9570
H -0.4107 -1.7911 4.8627
H 0.2932 -2.6378 3.4711
H 0.4354 -0.9429 3.5732
*
```

natural (NBO) atomic charge list, values in e, 5 entries: number 1, Pt, carries 1.4021; number 2, C, carries -0.6187; number 3, C, carries 0.1323; number 4, C, carries -0.6254; number 5, O, carries -0.9546

***

5.
Entry from OMol25: a 3-piece molecular cluster, C15H35N3O6 overall (ωB97M-V with the def2-TZVPD basis set).

Values from the calculation:
Electronic energy = -1208.00928 Eh
Kohn-Sham gap = 1.57 eV

The geometry in ORCA input format:
```
! wB97M-V def2-TZVPD RIJCOSX def2/J DEFGRID3
* xyz -2 1
C -1.9116 -2.9911 1.0077
C -2.4786 -1.5889 0.6016
N -3.7608 -1.6118 -0.0448
C -4.7314 -2.3444 0.7022
O -5.1276 -3.4476 0.2335
O -5.1832 -1.9122 1.8376
H -0.9950 -2.8286 1.6392
H -1.6656 -3.5475 0.0809
H -2.6013 -3.6023 1.6201
H -2.4261 -0.8556 1.4789
H -1.7585 -1.1750 -0.1521
C 4.4436 -0.4541 3.8306
O 5.1310 -0.4773 2.5918
C 5.9259 -1.6406 2.3938
C 5.3188 -2.5483 1.3349
N 4.0924 -3.1756 1.8104
C 3.3133 -3.8432 0.7648
C 2.7656 -2.9867 -0.3794
O 1.7599 -2.0777 0.0114
C 2.2279 -0.8579 0.5499
H 4.0315 0.5455 3.9651
H 3.6150 -1.1671 3.8402
H 5.1216 -0.6653 4.6639
H 6.0983 -2.1802 3.3308
H 6.8991 -1.2924 2.0318
H 6.0422 -3.3280 1.0724
H 5.1383 -1.9349 0.4434
H 3.5047 -2.4699 2.2348
H 2.4609 -4.3123 1.2617
H 3.9175 -4.6555 0.3437
H 2.2845 -3.6684 -1.0868
H 3.5554 -2.4748 -0.9456
H 3.1776 -0.5427 0.1049
H 2.3200 -0.9290 1.6370
H 1.4782 -0.0931 0.3407
C -1.3074 2.4695 0.5468
O -1.9760 1.6196 -0.3526
C -3.4023 1.7450 -0.3142
C -3.9134 2.4168 -1.5762
N -3.5398 3.8356 -1.6288
C -3.7593 4.4615 -2.9283
C -2.9808 3.9125 -4.1270
O -1.5810 4.1479 -4.0711
C -0.8487 3.2033 -3.3016
H -0.2603 2.1626 0.5830
H -1.3448 3.5170 0.2153
H -1.7261 2.3875 1.5549
H -3.7427 2.2660 0.5866
H -3.8082 0.7232 -0.2762
H -5.0033 2.3320 -1.6110
H -3.4989 1.8637 -2.4268
H -2.5587 3.9245 -1.3990
H -3.4943 5.5188 -2.8178
H -4.8307 4.4287 -3.1568
H -3.3321 4.4517 -5.0136
H -3.1884 2.8544 -4.3176
H -1.2897 2.2052 -3.3383
H -0.7584 3.5394 -2.2674
H 0.1620 3.1480 -3.7135
*
```

natural (NBO) atomic charge list, values in e, 5 entries: number 1, C, carries -0.6500; number 2, C, carries -0.2233; number 3, N, carries -0.8261; number 4, C, carries 0.8304; number 5, O, carries -0.8466

***

6.
Entry from OMol25: a 5-piece molecular cluster, C15H35N5O5 overall (ωB97M-V with the def2-TZVPD basis set).

Values from the calculation:
Electronic energy = -1242.44767 Eh
Structure (SMILES) = CN(C)C=O.CN(C)C=O.CN(C)C=O.CN(C)C=O.CN(C)C=O
Kohn-Sham gap = 9.47 eV

The geometry in ORCA input format:
```
! wB97M-V def2-TZVPD RIJCOSX def2/J DEFGRID3
* xyz 0 1
C -3.3145 2.3194 -7.5219
N -3.2838 1.1434 -6.6411
C -2.1474 0.2367 -6.7302
C -4.2711 0.7886 -5.8144
O -5.3136 1.4265 -5.7133
H -3.9544 3.1149 -7.1402
H -3.7129 1.9915 -8.4821
H -2.3052 2.7309 -7.5282
H -2.3830 -0.5713 -7.4229
H -1.1781 0.6401 -7.0231
H -2.0744 -0.1467 -5.7125
H -4.1555 -0.2118 -5.3694
C 0.7571 0.9804 -1.4922
N 0.3016 0.0793 -0.4218
C -0.0472 0.6057 0.8692
C 0.2756 -1.2904 -0.5545
O 0.0608 -2.0890 0.3678
H 0.7766 0.6522 -2.5314
H 1.7708 1.2752 -1.2208
H 0.2255 1.9198 -1.3407
H -0.4512 -0.0126 1.6709
H 0.8161 1.0892 1.3263
H -0.8287 1.3436 0.6876
H 0.4182 -1.5616 -1.6120
C -5.9390 0.0054 0.7959
N -5.9893 -1.4015 1.1403
C -6.2612 -1.8705 2.5408
C -5.5271 -2.3454 0.2756
O -5.0409 -2.1250 -0.8125
H -5.4787 0.6851 1.5129
H -6.9771 0.3372 0.8107
H -5.4593 0.1284 -0.1751
H -7.3237 -2.1067 2.5977
H -5.6757 -2.7488 2.8127
H -6.1004 -1.1498 3.3426
H -5.4915 -3.3400 0.7466
C 7.6591 3.2826 -0.2919
N 8.8833 3.3817 -1.0484
C 10.0414 3.5982 -0.2302
C 8.9333 3.4605 -2.4095
O 7.9745 3.0775 -3.1382
H 6.7504 3.5876 -0.8109
H 7.8258 3.9263 0.5717
H 7.4793 2.3150 0.1768
H 10.0160 2.8243 0.5370
H 10.9605 3.5625 -0.8149
H 10.0362 4.5088 0.3689
H 9.9413 3.7732 -2.7233
C 0.8904 -3.1859 5.8201
N -0.2475 -3.3275 6.7246
C -0.1873 -4.5023 7.5385
C -1.2872 -2.5004 6.5926
O -2.3444 -2.5557 7.2238
H 0.8945 -4.0018 5.0973
H 1.8217 -3.2063 6.3860
H 0.9082 -2.2216 5.3123
H -1.1561 -4.6925 8.0003
H -0.0148 -5.3667 6.8973
H 0.6284 -4.4183 8.2567
H -1.1244 -1.8415 5.7257
*
```

natural (NBO) atomic charge list, values in e, 5 entries: number 1, C, carries -0.4159; number 2, N, carries -0.4293; number 3, C, carries -0.4135; number 4, C, carries 0.5175; number 5, O, carries -0.6265

***

7.
Entry from OMol25: a 4-piece molecular cluster, C15H36IN7O5Si overall (ωB97M-V with the def2-TZVPD basis set).

Values from the calculation:
Electronic energy = -1940.00595 Eh
Structure (SMILES) = CCCN[Si@](CC=O)(CC(=O)I)[C@@H](C)CCC.NC(N)=O.NC(N)=O.NC(N)=O
Kohn-Sham gap = 9.69 eV

The geometry in ORCA input format:
```
! wB97M-V def2-TZVPD RIJCOSX def2/J DEFGRID3
* xyz 0 1
C -3.5589 2.4255 -0.5384
C -2.6086 1.4372 0.1346
C -1.4484 2.1313 0.8474
N -0.1464 1.4607 0.6364
Si 0.3193 0.0623 1.5420
C 1.7237 0.4414 2.7758
C 2.1078 1.8828 2.7506
O 1.4390 2.7874 3.2212
C 1.2249 -1.0936 0.2758
C 0.3390 -1.5383 -0.8163
O 0.0625 -0.8934 -1.8114
I -0.4462 -3.5434 -0.6578
C -1.0869 -0.8947 2.3309
C -0.4860 -2.1428 3.0121
C -1.9585 -0.1341 3.3480
C -1.2353 0.7242 4.3812
C -2.2266 1.3890 5.3477
H -3.9860 3.1140 0.1962
H -4.3636 1.9014 -1.0459
H -3.0170 3.0257 -1.2741
H -3.1908 0.8281 0.8292
H -2.2050 0.7593 -0.6182
H -1.6639 2.2714 1.9099
H -1.3576 3.1348 0.4237
H 0.5937 2.1444 0.5640
H 2.5961 -0.1585 2.5003
H 1.4311 0.1520 3.7854
H 3.0590 2.1177 2.2381
H 1.7101 -1.9239 0.7836
H 2.0075 -0.4898 -0.1970
H -1.7455 -1.2408 1.5276
H 0.0649 -1.8647 3.9145
H 0.1975 -2.6979 2.3711
H -1.2868 -2.8179 3.3158
H -2.6838 0.4986 2.8312
H -2.5507 -0.8760 3.8977
H -0.5440 0.1044 4.9599
H -0.6576 1.5108 3.8904
H -2.6505 2.2859 4.8903
H -3.0654 0.7193 5.5495
H -1.7524 1.6666 6.2862
N 2.1938 1.7342 -2.1007
C 3.4886 1.3912 -2.3395
N 4.1817 2.1785 -3.2100
O 3.9912 0.4141 -1.7945
H 1.7285 2.5225 -2.5075
H 1.6917 1.1283 -1.4786
H 5.1335 1.9291 -3.3993
H 3.7844 2.9758 -3.6678
N -2.2263 -1.1334 -3.8886
C -3.5862 -1.0595 -3.9687
N -4.0964 -0.8639 -5.2273
O -4.3078 -1.1601 -2.9894
H -1.6192 -1.0527 -4.6807
H -1.8206 -1.2806 -2.9805
H -5.0928 -0.8112 -5.3141
H -3.5278 -0.7872 -6.0477
N 5.1364 -3.7089 -2.9552
C 3.8614 -3.4318 -3.3830
N 3.3728 -2.2216 -2.9841
O 3.2255 -4.2150 -4.0685
H 5.6762 -3.0792 -2.3938
H 5.5296 -4.5885 -3.2276
H 2.4433 -1.9872 -3.2767
H 3.8853 -1.5595 -2.4251
*
```

natural (NBO) atomic charge list, values in e, 5 entries: number 1, C, carries -0.5984; number 2, C, carries -0.4177; number 3, C, carries -0.2066; number 4, N, carries -1.1104; number 5, Si, carries 1.9475